105
Properties=species:S:1:pos:R:3 method="wB97M-V/def2-TZVPD" homo_energy_ha=-0.437 total_charge=+1 lumo_ha=-0.1326 total_energy_ev=-459358.065
C 7.828 -1.468 -0.143
C 6.330 -1.554 -0.312
O 5.800 -2.573 -0.202
O 5.637 -0.419 -0.623
C 4.970 -0.486 -1.874
C 3.585 -0.981 -1.727
N 3.173 -1.662 -0.757
C 1.760 -2.113 -0.850
C 1.835 -3.454 -1.672
C 1.343 -4.633 -0.839
C 2.207 -4.873 0.376
F 1.869 -4.008 1.410
C 1.191 -0.972 -1.760
B 0.837 0.194 -0.738
O 1.638 1.280 -0.475
O -0.354 0.081 -0.022
C 2.412 -0.795 -2.660
Br 2.331 0.927 -3.598
H 8.206 -2.371 -0.603
H 8.255 -0.572 -0.574
H 8.039 -1.570 0.917
H 5.008 0.442 -2.432
H 5.479 -1.233 -2.497
H 3.658 -1.968 0.085
H 1.267 -2.216 0.107
H 1.326 -3.354 -2.625
H 2.878 -3.660 -1.913
H 1.459 -5.526 -1.451
H 0.309 -4.466 -0.558
H 2.019 -5.883 0.733
H 3.273 -4.809 0.151
H 0.298 -1.302 -2.278
H 1.842 1.252 0.476
H -0.152 -0.513 0.721
H 2.450 -1.476 -3.504
C -1.101 2.008 2.452
Cl 0.265 1.043 3.056
Cl -2.395 2.120 3.649
H -0.751 3.010 2.225
H -1.488 1.536 1.556
C -2.017 5.727 1.274
Cl -1.723 7.461 1.118
Cl -0.625 4.775 0.712
H -2.199 5.495 2.316
H -2.883 5.461 0.680
C 3.672 -0.503 -7.284
Cl 1.942 -0.178 -7.176
Cl 4.354 -0.972 -5.713
H 3.832 -1.315 -7.983
H 4.178 0.393 -7.625
C 4.577 4.161 -2.595
Cl 4.025 5.445 -3.667
Cl 5.261 2.804 -3.512
H 5.342 4.555 -1.936
H 3.734 3.796 -2.017
C -1.996 0.639 6.840
Cl -3.707 1.050 7.006
Cl -1.285 0.158 8.385
H -1.903 -0.185 6.142
H -1.465 1.506 6.466
C -2.803 -4.775 0.817
Cl -2.420 -3.066 0.514
Cl -1.505 -5.834 0.267
H -2.942 -4.915 1.885
H -3.713 -5.037 0.281
C -3.358 -3.589 -2.939
Cl -4.853 -4.317 -3.525
Cl -1.928 -4.259 -3.744
H -3.394 -2.522 -3.127
H -3.274 -3.777 -1.877
C -0.630 -8.824 2.969
Cl -1.021 -7.104 3.079
Cl 0.773 -9.102 1.928
H -0.408 -9.197 3.962
H -1.482 -9.349 2.552
C -3.751 4.387 -2.064
Cl -4.622 4.244 -0.528
Cl -4.442 3.340 -3.304
H -3.809 5.416 -2.400
H -2.716 4.103 -1.902
C 8.178 3.941 -5.191
Cl 8.876 2.892 -6.432
Cl 9.418 4.898 -4.373
H 7.468 4.614 -5.660
H 7.675 3.324 -4.457
C -4.858 7.112 3.921
Cl -6.132 7.447 2.740
Cl -4.165 5.502 3.677
H -4.073 7.852 3.809
H -5.279 7.163 4.918
C -4.549 5.950 7.950
Cl -3.978 7.207 6.840
Cl -5.354 4.636 7.089
H -3.697 5.548 8.486
H -5.252 6.396 8.645
C -5.503 -7.420 -0.314
Cl -5.905 -5.698 -0.222
Cl -4.081 -7.693 -1.326
H -5.301 -7.787 0.686
H -6.346 -7.951 -0.743
C -7.965 4.584 0.954
Cl -8.388 5.847 -0.207
Cl -9.327 3.504 1.274
H -7.147 4.001 0.549
H -7.665 5.053 1.884